Record 1
C32H25CdN8P2Se2 as an isolated structure in a non-equilibrium geometry. Source: OMol25; level of theory: ωB97M-V with the def2-TZVPD basis set.

Properties
HOMO level (eV): -9.6
LUMO (eV): -3.428
Total charge: +1

Atoms and positions in Å:
H1 -3.62948 -6.21199 -3.96905
H2 -4.81768 -4.14618 4.04670
H3 -4.98493 -0.55373 2.54398
C1 -8.09266 -0.72240 3.88108
P1 -6.01495 -1.35965 -0.16153
H4 -9.87838 -1.28334 2.81341
H5 3.62060 -1.36425 0.10184
N1 4.40877 0.62562 0.03055
C2 -0.64358 3.19708 -0.09986
C3 -8.14466 -1.32213 1.55061
C4 -3.37624 -5.55503 -3.14241
P2 -2.07522 -2.82052 0.22816
C5 3.45348 -0.29647 0.06326
H6 -3.66832 -3.75573 -4.28813
Cd1 -0.03325 -0.01873 -0.00040
C6 1.58739 2.69508 -0.05026
H7 -8.70057 -1.61050 0.66484
H8 -3.09406 -2.25753 -2.40758
C7 -6.05408 -0.71630 2.59445
N2 -4.20130 0.57174 0.16761
Se1 -6.91670 -0.32509 -1.74432
H9 -4.42338 -3.22309 1.80016
C8 -6.52557 -5.87371 -0.88945
C9 -3.07184 -3.33351 -2.27206
H10 -3.03944 -7.17599 -1.76688
H11 -1.10954 5.29589 -0.14572
H12 -5.68270 -3.00334 -2.48529
C10 -3.39307 -4.17574 -3.32625
C11 -2.93985 -1.24595 0.14275
C12 -6.60302 -3.99914 0.61419
C13 -4.25993 -0.80075 0.08158
C14 -6.76398 -1.12011 1.46602
C15 -2.73092 -3.88435 -1.03818
C16 -6.14922 -3.15385 -0.40082
H13 2.92741 4.36593 -0.05659
H14 -5.94179 -5.42807 -2.90903
N3 -2.17136 -0.12835 0.20360
N4 0.93447 4.97154 -0.10560
H15 -8.61152 -0.55977 4.82156
C17 -6.72189 -0.51844 3.80122
C18 -6.78394 -5.35615 0.37236
C19 1.89250 4.04041 -0.06972
N5 0.32208 2.27704 -0.06716
C20 -3.81010 -4.10790 3.64232
C21 -0.32447 4.54624 -0.11937
C22 -2.73418 -4.57640 4.38872
C23 2.62764 1.64479 -0.00679
H16 -1.66400 2.83528 -0.10024
H17 -6.81830 -3.59597 1.59821
N6 3.90813 1.88230 -0.01472
C24 -2.70656 -5.26421 -0.85079
N7 -2.95222 0.95278 0.23506
C25 -3.59458 -3.58657 2.37779
C26 -5.93643 -3.67474 -1.67689
C27 -2.30638 -3.53314 1.85537
C28 -1.22682 -3.99898 2.60003
H18 5.40428 0.49220 0.03593
H19 -6.67220 -6.93249 -1.08109
H20 -6.16745 -0.19561 4.67741
H21 -0.60880 -4.89038 4.45343
C29 -8.80484 -1.12848 2.75458
Se2 0.06768 -2.61000 -0.15349
H22 -2.90034 -4.98006 5.38294
H23 -7.14205 -6.00482 1.16518
C30 -6.10712 -5.03108 -1.91479
N8 2.29347 0.31968 0.04231
C31 -3.04235 -6.09936 -1.90624
C32 -1.44653 -4.52357 3.86943
H24 -0.22652 -3.95228 2.19421
H25 -2.44491 -5.68150 0.11775

=====

Record 2
C32H25Cl5N8O7Ti as an isolated structure in a non-equilibrium geometry. Source: OMol25; level of theory: ωB97M-V with the def2-TZVPD basis set.

Properties
HOMO level (spin up / spin down) (eV): -13.2 / -13.2
LUMO (spin up / spin down) (eV): -7.650 / -7.639
Total charge: +2

Atoms and positions in Å:
C1 -0.75055 -2.33070 -3.21361
C2 -3.46810 2.11097 -1.02536
C3 -1.96396 -4.96083 3.56658
C4 -0.28544 -1.15445 -2.63120
N1 0.56721 2.40338 1.30688
C5 -3.59312 3.47520 -1.08006
H1 -4.55645 -2.07027 -3.37674
H2 -5.13741 -2.96133 0.77073
C6 -0.12055 -0.02218 -3.43011
H3 3.92568 0.39777 -1.35628
C7 -4.29882 -1.91405 -2.33724
O1 1.94353 -7.12209 2.26209
H4 2.03489 -0.63095 5.23825
O2 1.02398 -2.55457 0.74190
H5 -2.86673 -0.37328 -2.77114
O3 -0.00152 -1.15293 -1.31738
H6 1.91093 -2.81702 -1.04941
C8 -1.64728 -3.84172 2.82780
O4 -0.88882 -1.64384 1.31538
H7 2.72899 1.77148 5.22950
H8 2.12154 -2.51552 -2.66919
Cl1 -0.99404 -3.70180 -2.19307
H9 2.06433 3.19659 3.26625
C9 0.02843 -6.02757 2.90348
N2 0.93737 -7.19871 2.93413
C10 1.15523 1.55256 2.26519
N3 2.62195 -2.72227 -1.80169
C11 -1.07524 -2.37201 -4.56875
H10 -3.45939 -1.24831 1.37239
C12 -1.43653 3.85715 -0.09355
H11 4.12785 -1.96076 -0.56515
C13 3.61805 -1.65844 -1.47991
H12 2.29401 1.04880 -0.00871
N4 -3.23960 -4.96674 4.32268
C14 -3.67756 -1.45982 0.33405
H13 1.33133 -4.95083 1.60735
Cl2 -0.24194 1.36015 -5.72549
C15 -2.28518 1.55541 -0.50322
Cl3 -1.67848 -3.81567 -5.24813
H14 2.47522 0.00360 -2.25166
H15 -4.50921 3.89759 -1.47297
H16 -0.64946 4.49082 0.29029
H17 -5.67081 -3.39183 -1.60659
H18 -2.32541 -3.00134 2.80839
C16 0.39863 -4.93612 2.15073
H19 -1.41535 -6.94053 4.21626
C17 -3.34821 -0.96186 -1.99874
Cl4 -1.30739 -1.27355 -7.01631
H20 2.69215 -0.36242 0.66486
C18 1.82539 0.00985 4.39442
O5 -3.46976 -5.93694 4.99896
H21 3.07858 -3.62770 -1.92085
N5 0.86789 0.23835 2.21937
H22 0.90108 -1.54899 3.25558
N6 -0.28611 1.78826 0.59826
C19 1.85729 2.13653 3.30303
O6 0.60198 -8.13495 3.61299
N7 2.23120 0.04080 -0.14788
C20 -0.45172 -3.83617 2.11591
C21 -3.02856 -0.74513 -0.66208
H23 4.34595 -1.66853 -2.28898
O7 -3.95161 -3.99506 4.19249
C22 -4.92977 -2.64961 -1.34316
C23 -1.14697 -6.07288 3.62940
C24 -0.43905 -0.04939 -4.78294
N8 -2.03142 0.22769 -0.30962
H24 -2.73901 5.42842 -0.68510
C25 -4.62475 -2.41347 -0.00902
C26 -0.06693 -2.65465 1.32391
C27 2.20163 1.34441 4.38725
C28 -2.58151 4.36158 -0.62355
C29 -1.28302 2.45053 -0.04874
Cl5 0.48988 1.41814 -2.69824
C30 3.04830 -0.25175 -1.36180
H25 -4.26754 1.46530 -1.35709
C31 -0.91893 -1.23039 -5.35644
Ti1 -0.17608 -0.26436 0.23364
C32 1.16774 -0.50223 3.28926

=====

Record 3
C32H25CrI2N2O3P as an isolated structure in a non-equilibrium geometry. Source: OMol25; level of theory: ωB97M-V with the def2-TZVPD basis set.

Properties
⟨S²⟩: 0.761
HOMO level (spin up / spin down) (eV): -10.7 / -10.7
LUMO (spin up / spin down) (eV): -4.253 / -3.745
2S+1: 2
Total charge: +1

Atoms and positions in Å:
I1 -3.74475 -6.16940 1.14066
C1 2.89616 2.82586 2.23334
N1 1.48512 0.91133 2.15427
O1 1.74939 -1.04790 0.43242
H1 3.16786 3.77230 1.79741
H2 -3.48410 -2.98091 -3.67756
C2 -1.47106 2.68388 -0.06326
C3 -1.46180 -2.64446 2.33599
C4 1.85582 2.10203 1.68613
C5 3.83157 0.10432 -2.20314
C6 1.44859 0.39117 -1.97093
P1 -0.03621 0.55471 -0.92633
C7 -3.08324 -4.18729 1.41392
C8 3.73767 0.42033 -3.54824
H3 4.78456 -0.12365 -1.75136
C9 2.49730 0.65958 -4.12056
H4 -2.63685 4.29067 0.72042
H5 2.41324 0.86520 -5.17685
H6 4.62854 0.45577 -4.15539
O2 -1.65095 -0.34559 1.61373
H7 -1.47237 -4.74014 2.70696
C10 -2.10219 -1.57712 1.66696
C11 -1.80026 4.77185 -1.19394
C12 -1.18204 -0.51195 -1.83966
H8 -0.82103 4.98052 -3.08502
H9 1.86874 -1.13896 4.68727
C13 1.35602 0.63669 -3.33834
H10 0.38098 0.77176 -3.78658
H11 -0.29665 -0.56393 3.89466
Cr1 0.15799 -0.27159 1.26701
H12 -2.26637 1.03327 -2.86415
H13 -1.75921 -3.83028 -2.13830
H14 -2.24493 5.75460 -1.23241
H15 3.71047 0.60206 4.63400
H16 -3.73388 -0.55889 -4.04481
C14 3.58718 2.29577 3.31392
C15 -3.29580 -1.86581 0.97174
H17 -0.46551 -2.83614 4.21636
C16 -0.22693 -2.47784 3.20375
H18 0.22312 2.76457 -3.00096
I2 -4.30832 -0.19507 0.19040
C17 3.19699 1.06023 3.80546
C18 -2.97198 -0.92658 -3.37538
C19 -1.04416 -1.88193 -1.62378
H19 4.40885 2.83043 3.76106
H20 -1.65075 2.02697 0.78076
N2 0.27392 -1.10593 3.23960
C20 2.68830 0.06878 -1.41227
H21 -0.28173 -2.24086 -0.93419
C21 -2.14518 -0.03111 -2.71741
H22 1.30346 2.47000 0.82922
C22 -0.42550 3.07975 -2.19902
C23 2.79208 -0.40230 0.01223
C24 -2.02997 3.94734 -0.10224
C25 2.14256 0.39789 3.20284
H23 -4.66607 -3.32626 0.23575
H24 2.26395 -1.69464 3.03705
C26 -2.83205 -2.28877 -3.16723
H25 0.56355 -3.12041 2.79599
C27 -0.99856 4.33888 -2.23571
C28 1.67945 -0.96872 3.61935
C29 -0.67480 2.24054 -1.11993
C30 -3.77546 -3.14327 0.81423
O3 3.78030 -0.21362 0.69155
C31 -1.86379 -2.76821 -2.29645
C32 -1.96927 -3.92950 2.19498

=====

Results for energy: -199341.0005; -145554.8088; -96619.7881 (in eV, following the order of the records).
Results for relative energy (zero: lowest compared OMol25 entry of this formula, charge and spin): 17.84; 18.30; 15.73 (in kcal per mole, following the order of the records).